1.
Below is a 4-piece molecular cluster, C27H36N6O4PS overall at a distorted geometry, with properties calculated with ωB97M-V/def2-TZVPD.

Values from the calculation:
LUMO, eV: -4.499
HOMO-LUMO gap, eV: 6.63
Charge: +1

Geometry (Å):
N (-1.317, -0.660, 4.419)
N (-1.564, -0.423, 3.058)
N (-2.586, 0.390, 2.847)
C (-2.757, 0.575, 1.476)
C (-3.950, 1.604, 1.107)
C (-3.419, 3.138, 1.044)
O (-3.361, 3.590, 2.441)
C (-2.020, -0.023, 0.294)
C (-2.427, 0.352, -1.197)
C (-3.555, -0.745, -1.641)
C (-2.916, -2.070, -2.249)
O (-2.656, -3.051, -1.499)
O (-2.576, -2.245, -3.620)
C (-0.852, -0.964, 0.650)
C (0.068, -1.672, -0.427)
C (1.456, -0.827, -0.484)
C (1.224, 0.710, -0.883)
O (0.822, 0.891, -2.266)
C (-0.710, -1.065, 2.165)
P (0.718, -2.131, 2.847)
S (2.043, -1.121, 3.840)
H (-1.915, -0.057, 4.998)
H (-1.510, -1.653, 4.608)
H (-4.712, 1.600, 1.973)
H (-4.532, 1.290, 0.182)
H (-2.367, 3.171, 0.611)
H (-4.163, 3.833, 0.531)
H (-2.417, 3.777, 2.656)
H (-1.547, 0.192, -1.921)
H (-2.846, 1.399, -1.328)
H (-4.307, -0.322, -2.386)
H (-4.098, -1.042, -0.676)
H (-3.336, -1.976, -4.198)
H (-0.409, -1.651, -1.464)
H (0.305, -2.756, -0.125)
H (2.182, -1.252, -1.274)
H (1.964, -0.844, 0.548)
H (2.221, 1.275, -0.757)
H (0.462, 1.251, -0.231)
H (1.093, 0.082, -2.748)
H (0.112, -3.117, 3.706)
H (1.283, -2.874, 1.743)
N (3.643, 2.200, 6.228)
C (4.492, 3.051, 6.825)
C (5.869, 3.002, 6.674)
C (6.404, 2.013, 5.860)
C (5.549, 1.119, 5.232)
C (4.187, 1.255, 5.446)
H (4.026, 3.804, 7.453)
H (6.506, 3.717, 7.178)
H (7.476, 1.941, 5.717)
H (5.932, 0.335, 4.591)
H (3.478, 0.582, 4.974)
N (-4.846, -2.486, -5.696)
C (-5.833, -2.700, -4.809)
C (-7.081, -3.194, -5.149)
C (-7.331, -3.483, -6.482)
C (-6.330, -3.270, -7.419)
C (-5.114, -2.776, -6.979)
H (-5.591, -2.456, -3.779)
H (-7.838, -3.349, -4.391)
H (-8.296, -3.870, -6.788)
H (-6.491, -3.484, -8.468)
H (-4.300, -2.597, -7.673)
N (4.995, 0.931, -0.776)
C (5.793, 0.150, -1.522)
C (7.017, 0.558, -2.027)
C (7.443, 1.849, -1.752)
C (6.637, 2.678, -0.986)
C (5.432, 2.175, -0.523)
H (5.416, -0.849, -1.712)
H (7.621, -0.116, -2.622)
H (8.394, 2.206, -2.132)
H (6.938, 3.691, -0.752)
H (4.769, 2.783, 0.083)

2.
Below is C11H12Br3FO3 as an isolated structure, with properties calculated with ωB97M-V/def2-TZVPD.

Values from the calculation:
LUMO, eV: -0.376
HOMO-LUMO gap, eV: 9.01
Energy above the lowest of the compared OMol25 structures with the same formula, charge and spin, eV: 0.000

Geometry (Å):
C (-0.343, -0.046, 2.515)
C (-0.696, 1.304, 1.961)
C (0.087, 1.739, 0.702)
O (-0.906, 2.391, -0.084)
C (-2.146, 2.081, 0.384)
O (-3.154, 2.402, -0.140)
O (-2.053, 1.316, 1.496)
H (-0.291, -0.745, 1.681)
H (-1.113, -0.350, 3.221)
H (0.629, 0.004, 3.004)
H (-0.564, 2.117, 2.680)
H (0.569, 0.929, 0.156)
H (0.842, 2.462, 1.013)
F (-0.938, 0.490, -4.027)
C (-0.925, -0.292, -2.931)
C (0.255, -0.898, -2.566)
C (0.317, -1.649, -1.401)
C (-0.848, -1.867, -0.665)
C (-2.045, -1.316, -1.086)
C (-2.083, -0.489, -2.203)
H (1.181, -0.732, -3.106)
H (1.266, -2.040, -1.070)
H (-0.783, -2.425, 0.262)
H (-2.978, -1.514, -0.575)
H (-3.016, -0.108, -2.600)
C (4.041, -0.617, 0.615)
Br (2.970, -2.025, 1.341)
Br (4.747, 0.502, 2.002)
Br (3.096, 0.432, -0.683)
H (4.882, -1.058, 0.103)

3.
Below is C5H6O as an isolated structure at a distorted geometry, with properties calculated with ωB97M-V/def2-TZVPD.

Values from the calculation:
LUMO, eV: 0.376
HOMO-LUMO gap, eV: 10.18
Energy above the lowest of the compared OMol25 structures with the same formula, charge and spin, eV: 4.492

Geometry (Å):
C (-1.915, 0.159, -0.512)
C (-0.541, 0.362, 0.003)
C (0.504, -0.638, 0.033)
O (0.351, -0.492, -1.321)
C (1.804, -0.173, 0.514)
C (2.882, 0.162, 0.929)
H (-2.709, 0.395, 0.205)
H (-2.002, -0.841, -0.929)
H (-2.006, 0.873, -1.339)
H (0.175, -1.541, 0.531)
H (-0.380, 1.299, 0.570)
H (3.836, 0.435, 1.316)

4.
Below is a 2-piece molecular cluster, C2H2OS3 overall at a distorted geometry, with properties calculated with ωB97M-V/def2-TZVPD.

Values from the calculation:
LUMO (spin up / spin down), eV: -1.993 / -1.618
HOMO-LUMO gap (spin up / spin down), eV: 7.36 / 7.56
Energy above the lowest of the compared OMol25 structures with the same formula, charge and spin, eV: 3.148

Geometry (Å):
C (-1.727, -0.332, -0.139)
C (-1.998, 0.542, 0.660)
O (1.755, 0.992, -1.320)
S (1.846, -1.918, -0.673)
S (1.873, -0.781, 0.831)
S (1.961, 1.152, 0.130)
H (-1.133, -0.806, -0.828)
H (-2.576, 1.149, 1.339)

5.
Below is one molecule with the formula C3H4O2 at a distorted geometry, with properties calculated with ωB97M-V/def2-TZVPD.

Values from the calculation:
LUMO, eV: 0.791
HOMO-LUMO gap, eV: 11.48
Energy above the lowest of the compared OMol25 structures with the same formula, charge and spin, eV: 1.380

Geometry (Å):
O (2.345, -0.268, -0.083)
C (1.182, -0.227, -0.033)
C (0.053, 0.836, 0.065)
C (-0.861, -0.501, -0.129)
O (0.342, -1.261, 0.120)
H (-0.157, 1.811, -0.629)
H (-0.030, 1.001, 1.256)
H (-1.566, -0.794, 0.600)
H (-1.308, -0.597, -1.168)

6.
Below is an isolated ion of composition C7H16ClN2Si and charge +1 at a distorted geometry, with properties calculated with ωB97M-V/def2-TZVPD.

Values from the calculation:
LUMO, eV: -2.681
HOMO-LUMO gap, eV: 10.37
Energy above the lowest of the compared OMol25 structures with the same formula, charge and spin, eV: 0.000
Charge: +1

Geometry (Å):
C (3.301, -0.109, 1.559)
Si (2.188, -0.215, 0.027)
C (2.591, 0.054, -1.888)
Cl (1.587, -2.216, 0.095)
C (0.569, 0.797, 0.298)
N (-0.738, -0.212, 0.077)
C (-1.421, -0.128, -1.202)
C (-2.681, -0.477, -1.414)
C (-3.554, -0.937, -0.158)
N (-2.723, -1.094, 0.959)
C (-1.728, -0.187, 1.288)
H (3.610, 0.822, 2.065)
H (2.874, -0.670, 2.376)
H (4.335, -0.494, 1.575)
H (2.659, 1.195, -2.087)
H (3.508, -0.353, -2.241)
H (1.693, -0.426, -2.375)
H (0.434, 1.551, -0.519)
H (0.181, 1.333, 1.253)
H (-0.356, -1.225, 0.299)
H (-0.944, 0.480, -1.963)
H (-3.076, -0.414, -2.367)
H (-4.227, -0.058, -0.003)
H (-4.091, -1.879, -0.564)
H (-2.590, -1.973, 1.447)
H (-2.192, 0.834, 1.433)
H (-1.213, -0.387, 2.218)

Number 1: energy -65825.556 eV. Number 2: energy -230588.932 eV. Number 3: energy -7324.793 eV. Number 4: energy -36655.802 eV. Number 5: energy -7269.306 eV. Number 6: energy -30891.927 eV.